{"formula": "C44H91N3O10", "method": "ωB97M-V/def2-TZVPD", "species": ["C", "C", "C", "C", "N", "C", "C", "C", "C", "C", "C", "O", "C", "C", "C", "N", "C", "C", "N", "C", "C", "C", "C", "C", "O", "H", "H", "H", "H", "H", "H", "H", "H", "H", "H", "H", "H", "H", "H", "H", "H", "H", "H", "H", "H", "H", "H", "H", "H", "H", "H", "H", "C", "C", "C", "O", "H", "H", "H", "H", "H", "H", "H", "H", "C", "C", "C", "O", "H", "H", "H", "H", "H", "H", "H", "H", "C", "C", "C", "O", "H", "H", "H", "H", "H", "H", "H", "H", "C", "C", "C", "O", "H", "H", "H", "H", "H", "H", "H", "H", "C", "C", "C", "O", "H", "H", "H", "H", "H", "H", "H", "H", "C", "C", "C", "O", "H", "H", "H", "H", "H", "H", "H", "H", "C", "C", "C", "O", "H", "H", "H", "H", "H", "H", "H", "H", "C", "C", "C", "O", "H", "H", "H", "H", "H", "H", "H", "H"], "positions_angstrom": [[1.808895, -0.130007, 3.419106], [2.864981, -0.654744, 2.500465], [2.478714, -2.043568, 1.652727], [1.221254, -2.075174, 0.569202], [0.458913, -0.743554, 0.448894], [0.825618, -3.428786, -0.334349], [-0.402107, -3.215625, -1.374534], [-1.318228, -4.489965, -1.763037], [-1.880192, -5.405911, -0.532464], [-3.157919, -4.714570, 0.293928], [-2.880790, -5.097153, 1.888771], [-3.790051, -4.396773, 2.814451], [-3.150736, -3.188469, 3.377136], [-3.412348, -1.924970, 2.348393], [1.741467, -4.787959, -0.107244], [1.392569, -5.990032, -0.938616], [2.234499, -7.193411, -0.651011], [3.424412, -7.156706, 0.456357], [3.875257, -5.992521, 1.290709], [2.977839, -4.828279, 0.958253], [3.337225, -3.430058, 1.804335], [4.620254, -3.416905, 2.848898], [5.879708, -2.631367, 1.860190], [5.606839, -2.748612, 0.149266], [6.745384, -3.593100, 0.983075], [1.224945, -0.910091, 4.107203], [1.474622, 0.997455, 3.464412], [3.927086, -0.136959, 2.340493], [0.706396, -0.243456, -0.431277], [-0.566820, -0.881545, 0.570830], [-1.123407, -2.394876, -0.893018], [0.044934, -2.687700, -2.347465], [-2.218102, -4.120004, -2.449623], [-0.675152, -5.217529, -2.454013], [-2.239814, -6.436453, -1.016380], [-1.002512, -5.685463, 0.187942], [-4.159062, -5.243470, -0.080811], [-3.155409, -3.561628, 0.085626], [-2.987480, -6.285177, 1.935802], [-1.726722, -4.896500, 2.119914], [-3.645305, -2.998890, 4.446278], [-1.999135, -3.300437, 3.579661], [-3.752060, -1.011363, 3.009268], [-2.421606, -1.739738, 1.744050], [-4.250257, -2.282406, 1.581871], [2.022338, -8.184676, -1.236049], [4.013133, -8.181968, 0.625212], [4.478032, -2.702337, 3.769237], [5.035779, -4.478174, 3.114520], [6.380611, -1.567347, 2.297306], [5.243216, -3.776230, -0.289540], [6.049691, -1.919719, -0.551199], [-6.928735, 0.542372, -0.701948], [-5.748455, -0.414642, -0.652444], [-5.890144, -1.523247, -1.683275], [-5.660030, -0.988562, 0.649210], [-7.866385, 0.020007, -0.480849], [-6.819209, 1.327793, 0.053572], [-7.014608, 1.012701, -1.686357], [-4.819183, 0.137360, -0.830962], [-6.790882, -2.118726, -1.496920], [-5.039717, -2.211234, -1.627741], [-5.944815, -1.114849, -2.697110], [-6.480928, -1.480747, 0.816447], [-3.594476, -10.054962, -0.472981], [-3.464855, -9.303011, -1.787955], [-3.298749, -10.258577, -2.958850], [-2.337950, -8.432580, -1.725187], [-2.697197, -10.651286, -0.272420], [-3.700968, -9.354238, 0.362087], [-4.462043, -10.721942, -0.483471], [-4.352010, -8.679678, -1.944587], [-2.391076, -10.862007, -2.846361], [-3.194333, -9.703044, -3.896995], [-4.157480, -10.931620, -3.043905], [-1.545477, -8.977355, -1.586279], [1.158641, 4.537814, 0.093310], [1.765530, 3.776589, 1.261047], [2.959912, 2.945468, 0.820161], [0.778701, 2.920275, 1.830611], [0.799213, 3.848760, -0.679318], [0.292663, 5.121783, 0.423091], [1.888638, 5.217507, -0.356985], [2.075492, 4.482447, 2.039384], [2.664300, 2.200076, 0.073398], [3.378812, 2.393627, 1.668471], [3.743939, 3.577430, 0.391716], [0.497543, 2.290030, 1.146631], [-4.444091, 4.172088, -0.470864], [-3.233130, 3.261447, -0.596142], [-2.469091, 3.171663, 0.715298], [-2.368852, 3.762122, -1.612928], [-4.141855, 5.192140, -0.208024], [-4.977192, 4.236894, -1.425482], [-5.136626, 3.805177, 0.292953], [-3.555400, 2.260585, -0.903615], [-2.096912, 4.156163, 1.020083], [-1.593404, 2.522797, 0.606752], [-3.102397, 2.774698, 1.514661], [-2.077667, 4.650575, -1.348448], [-1.540363, 9.501878, 1.781576], [-1.197864, 8.079660, 2.195555], [0.293273, 7.810010, 2.071089], [-1.913965, 7.162676, 1.372242], [-1.270757, 9.680996, 0.734596], [-2.618270, 9.677754, 1.864500], [-1.017143, 10.231898, 2.406841], [-1.517490, 7.910142, 3.229588], [0.627767, 7.929150, 1.034474], [0.523293, 6.779029, 2.360580], [0.871462, 8.489266, 2.705083], [-1.636558, 7.305891, 0.452121], [-6.843305, 7.569909, -4.029967], [-5.749475, 7.002537, -3.139454], [-4.368455, 7.286801, -3.708374], [-5.927125, 5.594072, -3.012282], [-6.810618, 7.117398, -5.027515], [-7.831948, 7.347061, -3.614495], [-6.743820, 8.654672, -4.135023], [-5.830354, 7.434898, -2.136138], [-4.248120, 6.824276, -4.694397], [-3.591761, 6.862015, -3.063441], [-4.194749, 8.363078, -3.803729], [-5.856886, 5.201635, -3.898368], [5.026346, 7.661483, -1.317599], [3.568280, 7.938680, -1.647134], [3.377210, 9.354175, -2.168244], [2.776374, 7.755534, -0.476302], [5.387364, 8.339812, -0.536271], [5.146875, 6.643359, -0.932125], [5.660136, 7.778560, -2.202046], [3.217076, 7.220275, -2.395914], [3.679743, 10.092364, -1.417110], [2.321354, 9.543425, -2.389577], [3.961509, 9.521980, -3.078231], [3.081118, 8.389348, 0.194145], [10.700101, -6.013839, -0.013481], [10.855001, -4.994669, 1.103966], [10.559756, -5.611740, 2.461812], [9.964378, -3.905375, 0.876514], [9.674461, -6.397663, -0.054449], [10.903613, -5.552601, -0.985867], [11.383547, -6.857420, 0.124055], [11.873787, -4.592005, 1.096356], [9.529250, -5.981236, 2.508516], [10.663208, -4.863639, 3.255083], [11.239036, -6.443226, 2.673585], [9.057246, -4.253472, 0.881618]], "atomic_forces_ev_per_a": [[2.1, -1.5, -1.9], [-2.9, -0.2, 1.4], [0.7, -3.9, -0.8], [1.1, -2.2, -0.1], [0.9, -2.4, -0.2], [2.6, 1.8, 3.0], [-0.1, 0.8, 0.3], [0.4, -1.0, -0.9], [-0.6, -0.3, -0.7], [1.2, -1.1, 0.0], [0.4, -0.3, -1.4], [2.7, 0.0, -0.1], [-0.3, 0.9, 0.3], [-0.1, -1.2, 0.5], [0.1, -0.1, -0.1], [4.5, -1.3, 3.8], [0.3, 4.0, 1.9], [-0.5, 1.7, 0.1], [-5.7, -1.1, -5.3], [0.1, 1.8, 0.8], [-2.3, 1.2, -0.6], [1.1, 1.2, -2.4], [-0.8, -1.6, -3.3], [3.4, -2.2, 2.8], [-2.3, 4.2, 1.7], [0.7, 1.7, -2.4], [1.5, -2.2, 0.5], [-2.9, -0.8, -0.4], [-0.5, -0.8, 0.9], [1.2, 0.1, -0.5], [1.7, -1.8, -0.9], [-1.0, -1.3, 2.0], [1.8, -0.6, 1.6], [-1.3, 1.6, 1.5], [0.8, 2.4, 1.2], [-1.6, 0.7, -1.3], [2.1, 1.5, 0.9], [-0.2, -2.2, 0.6], [-0.2, 2.6, 0.3], [-2.5, -0.1, -0.3], [0.9, -0.4, -2.5], [-2.1, -0.2, -0.5], [0.8, -1.6, -1.8], [-1.9, 0.0, 1.2], [1.9, 1.1, 2.0], [0.4, 2.3, 1.2], [-1.3, 2.6, -0.3], [0.0, -1.6, -1.9], [-1.1, 2.1, -0.5], [-1.2, -3.3, -1.5], [-0.6, 2.9, 0.7], [-0.8, -1.8, 1.5], [0.0, 0.4, 0.0], [-0.7, -0.3, -0.1], [0.3, -0.1, -0.2], [-0.2, 0.1, 0.0], [0.1, -0.1, -0.1], [0.1, -0.1, -0.2], [0.0, 0.0, 0.1], [0.0, -0.1, 0.2], [0.0, 0.2, 0.0], [-0.1, 0.1, 0.0], [0.0, -0.1, 0.1], [0.3, 0.2, -0.1], [-0.2, 0.1, 0.3], [0.4, -0.6, 0.1], [-0.1, 0.1, -0.3], [0.1, 0.0, -0.1], [-0.1, 0.0, -0.1], [-0.1, -0.1, -0.1], [0.1, 0.0, 0.0], [0.3, 0.1, 0.0], [-0.1, 0.0, 0.1], [-0.1, -0.1, 0.1], [0.1, 0.0, 0.0], [-0.3, 0.2, 0.0], [-0.1, 0.3, -0.1], [-0.1, -0.3, -0.6], [0.3, 0.0, 0.2], [-0.1, -0.1, 0.2], [0.1, -0.1, 0.1], [0.1, 0.0, 0.0], [-0.1, 0.0, 0.1], [-0.2, -0.2, 0.0], [0.0, 0.1, 0.0], [-0.1, 0.1, -0.1], [-0.1, -0.1, 0.0], [0.2, 0.2, 0.3], [-0.3, -0.2, -0.3], [0.0, 0.6, 0.6], [0.1, -0.3, 0.1], [0.3, 0.0, -0.3], [0.1, -0.1, 0.1], [0.1, 0.0, 0.2], [0.1, 0.1, 0.0], [0.2, 0.1, -0.2], [-0.1, 0.0, 0.0], [-0.2, 0.0, 0.0], [0.1, 0.0, 0.0], [-0.2, -0.4, 0.0], [-0.3, 0.2, 0.1], [0.4, 0.3, -0.5], [0.2, -0.2, 0.2], [-0.2, -0.3, -0.2], [0.1, -0.1, 0.1], [0.2, 0.0, 0.1], [-0.1, 0.0, -0.1], [-0.1, -0.1, -0.2], [-0.1, 0.1, 0.1], [-0.1, 0.2, 0.0], [0.0, -0.1, -0.1], [-0.1, 0.0, 0.4], [-0.3, 0.2, 0.1], [0.1, -0.1, -0.7], [0.3, 0.1, 0.2], [-0.1, -0.2, 0.0], [0.1, 0.1, 0.1], [0.2, 0.1, 0.0], [0.0, -0.1, 0.0], [0.0, -0.3, -0.1], [-0.1, 0.1, 0.0], [-0.1, 0.1, 0.0], [0.0, -0.1, 0.0], [0.0, 0.2, 0.4], [0.2, -0.3, 0.0], [0.4, 0.5, 0.3], [-0.2, 0.1, -0.3], [-0.2, -0.1, 0.2], [-0.1, 0.1, -0.1], [0.0, 0.1, -0.1], [0.0, 0.0, 0.1], [-0.1, 0.0, 0.3], [0.1, -0.1, 0.0], [0.2, -0.1, 0.0], [-0.1, 0.0, 0.1], [-0.1, -0.3, -0.3], [0.2, -0.1, -0.3], [-0.7, -0.2, 0.0], [0.2, 0.0, 0.3], [0.1, 0.1, 0.0], [0.1, 0.0, 0.2], [0.0, 0.0, 0.2], [-0.1, 0.0, 0.0], [-0.2, 0.1, 0.0], [0.1, 0.0, -0.1], [0.1, -0.1, -0.1], [-0.1, 0.0, 0.0], [0.2, 0.3, 0.0]], "smiles": "C=Cc1c(N)c(CCCCCOCC)c2nccnc2c1C[C@@H]1CO1.CC(C)O.CC(C)O.CC(C)O.CC(C)O.CC(C)O.CC(C)O.CC(C)O.CC(C)O", "homo_ev": -7.72, "e_above_lowest_kj_mol": 1708.2, "total_energy_ha": -2646.939427, "orbital_gap_ev": 6.6}